# C22H27ClN3O6SSeSiSn

A structure of composition C22H27ClN3O6SSeSiSn at a distorted geometry (wB97M-V/def2-TZVPD, the OMol25 dataset).

Geometry as XYZ:
```
63
C22H27ClN3O6SSeSiSn | the OMol25 dataset | wB97M-V/def2-TZVPD
Sn 0.33 0.20 0.67
Cl -6.04 -3.26 -0.06
C -4.58 -2.50 0.48
C -4.62 -1.58 1.53
C -3.46 -0.98 1.97
C -2.22 -1.24 1.37
O -1.14 -0.66 1.85
C -2.19 -2.18 0.31
C -0.97 -2.61 -0.30
N 0.13 -1.94 -0.35
C 1.29 -2.56 -0.89
C 1.27 -3.44 -1.94
C 2.45 -4.07 -2.38
C 3.64 -3.81 -1.78
C 3.70 -2.88 -0.72
C 4.91 -2.55 -0.05
C 4.89 -1.65 0.98
C 3.66 -1.06 1.33
N 2.53 -1.33 0.73
C 2.53 -2.24 -0.28
C -3.38 -2.82 -0.09
H -5.57 -1.35 2.00
H -3.48 -0.28 2.80
H -0.99 -3.62 -0.72
H 0.34 -3.66 -2.45
H 2.39 -4.78 -3.20
H 4.55 -4.31 -2.10
H 5.83 -3.02 -0.36
H 5.79 -1.39 1.51
H 3.62 -0.33 2.14
H -3.34 -3.55 -0.89
C -1.89 -0.07 -2.90
S -1.23 1.21 -1.89
O -1.63 0.93 -0.49
O -1.70 2.48 -2.39
O 0.25 1.11 -1.98
H -2.97 0.05 -2.93
H -1.62 -1.02 -2.45
H -1.46 0.04 -3.89
N 0.88 3.19 -2.31
C 0.05 4.38 -1.92
C -0.38 4.29 -0.47
O -1.28 4.95 -0.04
O 0.39 3.45 0.19
H 1.81 3.23 -1.88
H 0.98 3.11 -3.32
H 0.44 2.31 -1.97
H -0.85 4.38 -2.53
H 0.60 5.31 -2.06
C -1.26 6.30 2.64
Si -1.67 4.51 2.83
C -3.30 3.89 2.22
C -1.34 4.00 4.60
Se 0.13 3.18 2.02
H -1.81 6.88 3.40
H -1.52 6.69 1.66
H -0.19 6.46 2.81
H -4.11 4.46 2.68
H -3.42 2.84 2.49
H -3.38 3.98 1.14
H -1.63 4.81 5.28
H -0.28 3.80 4.77
H -1.89 3.11 4.89
```

Its energy above the lowest of the compared OMol25 structures with the same formula, charge and spin is 140.71 kJ/mol. As for the max |F|: 5.4 eV Å⁻¹. The calculation puts the total energy at -5233.7416 Eh. For the HOMO-LUMO gap, the calculation gives 7.346 eV. The molecular weight comes out at 722.8 g/mol. Its total charge is +1. The HOMO energy comes out at -10.413 eV.


# C16H24BF4K3O12

A structure of composition C16H24BF4K3O12 at a distorted geometry (wB97M-V/def2-TZVPD, the OMol25 dataset).

Geometry as XYZ:
```
60
C16H24BF4K3O12 | the OMol25 dataset | wB97M-V/def2-TZVPD
K -2.17 -0.91 1.02
K 0.38 2.36 1.25
K 1.44 -0.69 3.03
B 0.09 0.05 0.44
F -0.37 -1.19 0.05
F 1.22 -0.07 1.17
F 0.32 0.75 -0.71
F -0.78 0.79 1.16
C -1.41 1.99 -1.10
C -2.09 2.19 -2.48
C -3.15 3.37 -2.47
O -2.84 3.97 -3.66
C -1.57 3.56 -4.13
O -1.06 4.03 -5.16
O -1.07 2.61 -3.37
H -1.08 2.88 -0.56
H -0.51 1.37 -1.08
H -2.23 1.61 -0.48
H -2.60 1.26 -2.73
H -3.02 4.00 -1.59
H -4.13 2.89 -2.53
C -1.11 1.25 3.55
C -2.20 0.23 3.24
C -2.42 -0.65 4.52
O -3.78 -0.51 4.73
C -4.33 0.40 3.92
O -5.50 0.71 3.89
O -3.41 0.95 3.12
H -0.22 0.68 3.81
H -1.22 1.96 4.38
H -0.78 1.73 2.63
H -2.01 -0.36 2.35
H -1.96 -0.26 5.42
H -2.19 -1.72 4.45
C 3.73 -1.18 -0.37
C 2.65 -0.50 -1.19
C 2.48 1.01 -0.90
O 2.58 1.59 -2.17
C 2.82 0.70 -3.15
O 2.85 0.87 -4.39
O 2.90 -0.52 -2.61
H 3.50 -1.29 0.69
H 4.64 -0.58 -0.39
H 4.04 -2.11 -0.86
H 1.68 -0.96 -1.01
H 3.35 1.40 -0.36
H 1.59 1.17 -0.30
C 1.81 -3.41 0.90
C 1.32 -3.62 -0.56
C 0.46 -2.47 -1.13
O 1.14 -2.22 -2.29
C 2.24 -3.05 -2.51
O 3.05 -3.03 -3.42
O 2.37 -3.87 -1.48
H 2.52 -4.17 1.19
H 0.98 -3.48 1.60
H 2.41 -2.51 1.06
H 0.67 -4.49 -0.57
H 0.50 -1.67 -0.39
H -0.53 -2.81 -1.45
```

Its energy above the lowest of the compared OMol25 structures with the same formula, charge and spin is 1908.57 kJ/mol. As for the max |F|: 13.0 eV Å⁻¹. The calculation puts the total energy at -3750.1122 Eh. For the HOMO-LUMO gap, the calculation gives 7.059 eV. The molecular weight comes out at 612.5 g/mol. Its total charge is +2. The HOMO energy comes out at -14.741 eV.


# C16H15Br28NO4S

A structure of composition C16H15Br28NO4S at a distorted geometry (wB97M-V/def2-TZVPD, the OMol25 dataset).

Geometry as XYZ:
```
65
C16H15Br28NO4S | the OMol25 dataset | wB97M-V/def2-TZVPD
O -0.96 -1.41 3.61
S -1.47 -1.81 2.36
O -2.53 -2.76 2.29
O -1.98 -0.50 1.53
C -1.85 -0.95 0.16
C -0.39 -1.44 0.13
Br -0.17 -2.51 -1.44
C 0.46 -0.17 0.22
C 0.69 0.55 -0.94
C 1.43 1.72 -0.84
C 1.91 2.10 0.41
C 1.62 1.27 1.49
N 0.90 0.15 1.42
O -0.29 -2.21 1.34
H -2.63 -1.66 -0.12
H -1.91 -0.04 -0.42
H 0.29 0.26 -1.91
H 1.62 2.34 -1.70
H 2.48 3.00 0.56
H 1.96 1.58 2.46
C -5.92 -2.93 -0.92
Br -6.66 -1.25 -0.35
Br -4.20 -2.71 -1.77
Br -5.81 -4.18 0.54
H -6.59 -3.35 -1.65
C -4.77 2.19 0.57
Br -6.68 2.24 0.37
Br -3.91 1.95 -1.14
Br -4.08 3.73 1.49
H -4.53 1.33 1.17
C -0.79 6.24 3.22
Br -1.15 6.20 5.11
Br 0.04 4.61 2.61
Br -2.37 6.64 2.20
H -0.09 7.04 3.05
C 3.15 -4.64 -2.57
Br 3.73 -3.63 -1.03
Br 1.62 -5.73 -2.17
Br 2.81 -3.50 -4.08
H 3.96 -5.30 -2.84
C 4.64 -0.57 3.99
Br 3.97 -0.19 2.22
Br 5.77 0.84 4.65
Br 3.20 -0.96 5.21
H 5.24 -1.46 3.92
C 8.21 2.24 7.53
Br 8.91 3.22 9.03
Br 6.62 1.26 8.00
Br 7.91 3.39 6.01
H 8.96 1.51 7.24
C 0.06 8.66 -0.04
Br 0.09 10.16 -1.24
Br 0.32 7.00 -0.97
Br 1.32 8.87 1.40
H -0.92 8.63 0.41
C -3.42 -3.97 -5.27
Br -4.01 -2.36 -6.13
Br -4.27 -5.54 -6.01
Br -1.50 -4.14 -5.29
H -3.72 -3.91 -4.23
C -0.97 -6.96 -8.56
Br -0.71 -7.86 -6.88
Br 0.48 -5.75 -8.95
Br -1.27 -8.20 -10.00
H -1.86 -6.36 -8.46
```

Its energy above the lowest of the compared OMol25 structures with the same formula, charge and spin is 0.00 kJ/mol. As for the max |F|: 1.5 eV Å⁻¹. The calculation puts the total energy at -73444.8451 Eh. For the HOMO-LUMO gap, the calculation gives 9.568 eV. The molecular weight comes out at 2554.7 g/mol. Its total charge is 0. The HOMO energy comes out at -9.816 eV.